Entry from the OMol25 dataset: C21H26N4O2 as an isolated structure in a non-equilibrium geometry (ωB97M-V/def2-TZVPD).

HOMO   -8.228 eV
Relative energy (zero: lowest compared OMol25 entry of this formula, charge and spin)   424.7 kcal/mol
HOMO-LUMO gap   7.90 eV
E_LUMO   -0.329 eV

Geometry (Å):
C: -6.2744 -2.2025 -1.2005
C: -4.8708 -2.3953 -1.1697
C: -3.9251 -1.5309 -0.3113
H: -3.5396 -2.3618 0.3657
C: -4.7199 -0.7003 0.3993
C: -3.7825 0.0534 1.5118
O: -3.6946 -0.3314 2.7866
N: -2.9747 1.1506 0.8173
C: -2.9806 1.6401 -0.5134
H: -3.0763 2.6509 -0.4165
C: -1.6129 1.5549 -1.0299
H: -1.4926 0.3743 -1.2065
H: -1.5063 1.5780 -2.1743
C: -0.4508 2.1097 -0.1547
N: 0.8392 1.8722 -0.8855
C: 1.5829 0.7689 -0.7616
C: 2.8574 1.0730 -1.4321
C: 2.5885 2.5531 -1.5959
N: 1.5455 3.0896 -1.3080
H: 3.2644 3.3671 -1.9978
H: 3.6341 0.6459 -1.8279
N: 1.1536 -0.3726 -0.3203
C: 2.0712 -1.3322 0.1020
O: 1.5850 -2.5224 0.3547
C: 3.4265 -0.8257 0.2363
C: 3.6045 0.0630 1.3908
C: 4.7654 0.2772 1.8562
C: 5.9408 0.0103 1.3572
C: 5.7333 -1.2248 0.5893
C: 4.6161 -1.6730 0.0856
C: 4.5029 -2.6368 -1.0322
H: 4.1107 -2.3957 -2.0702
H: 5.4928 -3.1761 -1.1058
H: 3.7572 -3.6240 -0.6656
H: 6.6806 -1.7328 0.1240
H: 6.9142 0.3778 1.7745
H: 4.8460 1.2723 2.4039
H: 2.6182 0.5283 2.0360
H: 0.3110 -0.7267 -0.6712
C: -0.6702 1.6342 1.3423
C: -1.8810 1.6855 1.9466
H: -2.2956 2.9134 2.0598
H: -2.1706 1.3024 2.8181
H: -0.3968 0.2945 1.3123
H: 0.0719 2.0832 1.7983
H: -0.4938 3.0399 -0.2044
H: -3.6193 1.0321 -0.9743
H: -5.1168 0.0572 -0.0472
H: -5.4594 -0.8899 1.1036
H: -3.4297 -1.1299 -0.8677
H: -4.5121 -3.1108 -1.7966
H: -6.8923 -2.7654 -2.0014
H: -6.6752 -1.3920 -0.8298

***

Entry from the OMol25 dataset: one molecule with the formula C2H4N2OS in a non-equilibrium geometry (ωB97M-V/def2-TZVPD).

HOMO   -9.073 eV
Relative energy (zero: lowest compared OMol25 entry of this formula, charge and spin)   74.2 kcal/mol
HOMO-LUMO gap   8.07 eV
E_LUMO   -1.000 eV
SMILES   N/C(C=S)=N\O

Geometry (Å):
C: 0.1519 -0.1200 -0.0069
C: 1.3950 -0.7851 0.0378
H: 0.9198 1.8786 0.1194
H: -0.8244 1.7786 -0.1736
H: 1.1840 -1.9145 -0.0727
H: -2.7922 -0.8939 -0.0588
N: 0.0768 1.2861 -0.0238
N: -0.8850 -0.9081 -0.0808
O: -2.1069 -0.1816 0.1904
S: 2.8810 -0.1401 0.0690

***

Entry from the OMol25 dataset: C20H12ClN4O2S2Sr as an isolated structure in a non-equilibrium geometry (ωB97M-V/def2-TZVPD).

Charge   -1
HOMO   -3.933 eV
HOMO-LUMO gap   4.79 eV
E_LUMO   0.855 eV

Geometry (Å):
Sr: 1.1915 -0.1729 -0.4374
Cl: 0.2560 -4.8864 5.2969
C: 0.7810 -3.6633 4.2145
C: 2.1655 -3.5720 3.8105
C: 2.6308 -2.5312 3.0057
C: 1.7466 -1.5112 2.5455
O: 2.2003 -0.4835 1.9114
C: 0.2965 -1.6842 2.7937
C: -0.7381 -0.8659 2.1738
N: -0.6812 0.0033 1.1710
C: -1.7278 0.8670 0.8024
C: -2.9816 1.0197 1.4388
C: -4.0115 1.8379 0.9150
C: -3.8395 2.5229 -0.2649
C: -2.5542 2.5431 -0.8823
C: -2.2807 3.3111 -2.0281
C: -0.9913 3.3855 -2.5169
C: -0.0034 2.6397 -1.8628
N: -0.2810 1.7423 -0.9286
C: -1.4968 1.7347 -0.3339
C: -0.1219 -2.7627 3.6514
H: 2.8235 -4.3362 4.2098
H: 3.6703 -2.4019 2.7282
H: -1.7445 -1.0406 2.5949
H: -3.1495 0.5163 2.3941
H: -4.9585 1.9843 1.4633
H: -4.6084 3.1522 -0.7434
H: -3.1266 3.9002 -2.4582
H: -0.7233 4.0990 -3.3196
H: 1.0614 2.7926 -2.0978
H: -1.2054 -2.8612 3.8513
S: 3.1036 -0.9378 -2.4783
C: 1.7520 -1.1673 -3.5213
S: 0.0904 -1.2214 -3.1554
C: 2.0345 -1.4049 -4.8755
C: 1.0470 -1.5068 -5.8502
N: 0.3088 -1.6044 -6.7591
C: 3.3058 -1.7112 -5.3676
N: 4.3216 -1.9320 -5.9143
O: 1.9896 1.9499 1.2730
H: 2.3728 1.3830 1.9837
H: 2.0758 2.8741 1.5668

***

Entry from the OMol25 dataset: C37H31N4O4RuS as an isolated structure (ωB97M-V/def2-TZVPD).

HOMO (spin up / spin down)   -7.847 / -8.262 eV
Relative energy (zero: lowest compared OMol25 entry of this formula, charge and spin)   0.0 kcal/mol
⟨S²⟩   0.7575
2S+1   2
HOMO-LUMO gap (spin up / spin down)   6.73 / 7.31 eV
E_LUMO (spin up / spin down)   -1.120 / -0.950 eV

Geometry (Å):
Ru: -1.3682 0.4931 0.0484
C: -1.1431 3.2856 2.7872
C: -0.0343 2.3334 3.1446
C: 1.0809 2.8049 3.8268
C: 2.1150 1.9532 4.1763
C: 2.0358 0.6139 3.8371
C: 0.9347 0.1063 3.1546
C: 0.8732 -1.3553 2.8224
C: -0.1067 0.9715 2.8144
N: -1.2397 0.5184 2.0676
C: -2.4530 0.5400 2.7154
O: -2.6394 0.5461 3.9171
C: -3.6206 0.7122 1.7612
C: -4.9496 0.8568 2.1049
C: -5.8522 1.1959 1.0993
C: -5.4165 1.4168 -0.2029
C: -4.0717 1.2466 -0.4760
N: -3.2484 0.8820 0.4986
C: -3.3739 1.5180 -1.7979
O: -3.9953 1.9794 -2.7424
N: -2.0493 1.2321 -1.7255
C: -1.1762 1.5347 -2.8056
C: -1.2001 0.7741 -3.9790
C: -2.2180 -0.3131 -4.1697
C: -0.2500 1.0403 -4.9594
C: 0.6990 2.0358 -4.7892
C: 0.7049 2.7866 -3.6247
C: -0.2266 2.5464 -2.6204
C: -0.2250 3.3908 -1.3738
H: -0.8000 4.3163 2.8661
H: -1.9974 3.1603 3.4570
H: -1.5054 3.1295 1.7681
H: 1.1350 3.8568 4.0821
H: 2.9787 2.3322 4.7072
H: 2.8400 -0.0619 4.1057
H: 1.8508 -1.8221 2.9526
H: 0.5420 -1.5203 1.7986
H: 0.1643 -1.8703 3.4747
H: -5.2472 0.7280 3.1360
H: -6.9001 1.3172 1.3409
H: -6.0802 1.7236 -0.9988
H: -2.0696 -1.1167 -3.4459
H: -2.1449 -0.7302 -5.1738
H: -3.2275 0.0750 -4.0343
H: -0.2631 0.4570 -5.8728
H: 1.4267 2.2320 -5.5669
H: 1.4362 3.5759 -3.4904
H: 0.6963 3.9682 -1.2982
H: -0.3037 2.7949 -0.4583
H: -1.0667 4.0873 -1.3704
N: 0.6109 0.1662 -0.3953
C: 1.7090 -0.0336 -0.6486
C: 3.0592 -0.3281 -0.9933
C: 3.5628 0.1120 -2.2177
C: 4.8697 -0.1966 -2.5517
C: 5.6561 -0.9361 -1.6778
C: 5.1456 -1.3742 -0.4627
C: 3.8427 -1.0710 -0.1103
H: 2.9275 0.6790 -2.8872
H: 5.2751 0.1366 -3.4973
H: 6.6760 -1.1768 -1.9477
H: 5.7628 -1.9553 0.2087
H: 3.4235 -1.4036 0.8306
O: 2.1202 -6.2556 2.1106
C: 2.2980 -5.4078 1.0765
O: 3.3451 -5.3983 0.4920
C: 1.1584 -4.5022 0.7144
C: 1.3278 -3.7042 -0.4154
C: 0.3357 -2.8247 -0.8056
C: -0.8319 -2.6997 -0.0500
S: -2.0970 -1.5703 -0.5445
C: -1.0133 -3.5122 1.0633
C: -0.0272 -4.4117 1.4365
H: 1.2334 -6.1724 2.4773
H: 2.2469 -3.7990 -0.9782
H: 0.4568 -2.2156 -1.6911
H: -1.9170 -3.4162 1.6506
H: -0.2065 -5.0075 2.3252

***

Entry from the OMol25 dataset: a 3-piece molecular cluster, C14H18F7O6PS overall in a non-equilibrium geometry (ωB97M-V/def2-TZVPD).

HOMO   -8.189 eV
Relative energy (zero: lowest compared OMol25 entry of this formula, charge and spin)   56.1 kcal/mol
HOMO-LUMO gap   7.63 eV
E_LUMO   -0.563 eV
SMILES   C=C[C@@H]1[C@H](F)C(=O)O[C@H]1[PH2]=S.CCOC(=O)C(F)(F)F.CCOC(=O)C(F)(F)F

Geometry (Å):
C: 0.7950 1.6123 -3.7660
C: 1.7279 0.5992 -4.2151
C: 1.6145 -0.9509 -3.7774
C: 1.3761 -1.2404 -2.2226
P: 2.6442 -0.6915 -0.9342
S: 3.4163 1.0649 -1.2315
O: 0.9731 -2.6578 -2.2380
C: -0.2001 -2.6487 -3.0958
O: -1.2885 -3.1720 -2.8357
C: 0.3155 -1.7701 -4.3329
F: -0.7536 -1.0198 -4.9233
H: 1.1682 2.4516 -3.0787
H: -0.3003 1.5959 -4.1238
H: 2.5778 0.9052 -4.9256
H: 2.4640 -1.5034 -4.3259
H: 0.3811 -0.7258 -1.9301
H: 3.6248 -1.7592 -0.8578
H: 1.9542 -0.7241 0.3429
H: 0.6310 -2.4842 -5.1825
C: -4.0425 -2.8095 -0.0329
C: -2.5316 -2.7695 0.0793
O: -2.1317 -2.2450 1.3571
C: -2.1265 -3.1212 2.3810
O: -2.4299 -4.2809 2.2845
C: -1.6370 -2.4426 3.6586
F: -2.1935 -1.2273 3.8441
F: -0.2996 -2.2520 3.6439
F: -1.9101 -3.1576 4.7635
H: -4.4685 -1.8228 0.1674
H: -4.3468 -3.1307 -1.0308
H: -4.4735 -3.4969 0.6990
H: -2.1259 -2.0959 -0.6776
H: -2.0881 -3.7529 -0.0950
C: 1.2664 2.7682 4.4631
C: 0.3057 2.6378 3.2979
O: 0.2688 3.8524 2.5329
C: 1.2559 4.0097 1.6271
O: 2.1348 3.2118 1.4356
C: 1.0673 5.3137 0.8552
F: 0.7519 6.3491 1.6601
F: 0.0725 5.2184 -0.0528
F: 2.1700 5.6804 0.1792
H: 1.0143 3.6396 5.0727
H: 1.2349 1.8757 5.0912
H: 2.2919 2.9097 4.1137
H: -0.7065 2.4729 3.6736
H: 0.5561 1.7842 2.6623

***

Entry from the OMol25 dataset: one molecule with the formula C3H4N4O in a non-equilibrium geometry (ωB97M-V/def2-TZVPD).

HOMO   -9.227 eV
Relative energy (zero: lowest compared OMol25 entry of this formula, charge and spin)   133.5 kcal/mol
HOMO-LUMO gap   9.24 eV
E_LUMO   0.012 eV
SMILES   c1nncocn[nH]1

Geometry (Å):
C: 0.2111 -0.5962 -1.3653
C: -0.1205 1.3155 0.4982
C: 0.3801 -0.6181 1.5933
H: -1.6866 -0.7040 -0.4452
H: 0.7298 -1.2684 -2.1478
H: -0.8888 1.6836 1.2738
H: 0.9241 -0.9332 2.5561
N: -0.7300 -1.0974 -0.3826
N: 0.2779 0.6037 -1.7147
N: -0.2950 1.3750 -0.8428
N: -0.6243 -1.2981 1.0656
O: 0.9622 0.4416 0.9409